A structure of composition C8H10F7N2O5S2. Source: the Open Molecules 2025 dataset; level of theory: wB97M-V/def2-TZVPD.

Last column: Löwdin charge in e.
CARTESIAN COORDINATES (ANGSTROEM)
1 S 0.485 0.329 -4.144  0.56
2 S -1.098 0.077 -1.965  0.56
3 F 0.599 -1.960 -5.467  0.11
4 F -2.457 1.444 2.109  -0.05
5 F -3.462 -0.899 -2.629  0.12
6 F -0.768 -0.505 -6.319  0.11
7 F -2.097 -2.366 -1.795  0.11
8 F -3.041 -0.901 -0.497  0.12
9 F 1.376 -0.244 -6.548  0.12
10 O -1.682 1.380 -1.860  -0.28
11 O -0.152 -0.267 -0.938  -0.30
12 O 1.784 0.057 -3.600  -0.29
13 O 0.240 1.680 -4.553  -0.29
14 O 1.991 2.541 2.986  0.17
15 N -0.726 -0.403 -3.427  -0.30
16 N 1.181 0.623 3.996  0.07
17 C 0.418 -0.647 -5.700  -0.67
18 C 0.518 -0.454 3.314  -0.33
19 C -0.829 -0.127 2.658  -0.11
20 C -2.499 -1.083 -1.709  -0.67
21 C -1.347 1.271 2.914  -0.20
22 C 1.472 -0.881 2.135  -0.13
23 C 2.173 0.460 1.811  -0.06
24 C 1.812 1.417 2.951  -0.50
25 H -0.659 2.048 2.621  0.11
26 H -0.803 -0.267 1.585  0.09
27 H 0.510 -1.341 3.926  0.13
28 H 0.987 -1.376 1.312  0.09
29 H 1.818 0.777 0.841  0.12
30 H -1.681 1.386 3.936  0.12
31 H 2.227 -1.603 2.446  0.10
32 H 3.242 0.311 1.904  0.11
33 H -1.564 -0.799 3.076  0.12
34 H 1.983 0.284 4.521  0.13

## Properties
Multiplicity = 1
E_LUMO = 2.625 eV
Frontier orbital gap = 9.19 eV
Charge = -1


A structure of composition C29H32NO4PdS. Source: the Open Molecules 2025 dataset; level of theory: wB97M-V/def2-TZVPD.

Last column: Löwdin spin population.
CARTESIAN COORDINATES (ANGSTROEM)
1 Pd 0.474 -0.440 0.162  0.80
2 S 0.500 0.339 3.171  0.01
3 O 1.268 -0.455 2.126  0.06
4 O 1.422 -2.328 -1.875  0.01
5 O -0.572 -0.420 3.781  0.00
6 O 0.235 1.709 2.772  0.02
7 N -0.099 -2.807 -3.685  0.00
8 C 4.105 1.042 8.001  0.00
9 C 0.987 0.634 -3.002  0.00
10 C -1.804 -0.860 -0.160  0.07
11 C 2.686 -0.419 6.497  0.00
12 C 0.360 2.538 -1.284  0.08
13 C 1.084 1.416 -1.692  0.03
14 C 1.942 1.002 -0.552  0.07
15 C 3.035 1.896 5.885  0.00
16 C -4.951 -0.911 -3.543  0.00
17 C 1.919 -0.616 5.347  0.00
18 C -4.821 -1.856 -2.520  0.00
19 C 0.049 -0.583 -2.695  0.05
20 C 2.387 0.230 -3.493  0.00
21 C 3.253 0.836 6.775  0.00
22 C 2.271 1.710 4.732  0.00
23 C -1.925 0.898 1.347  0.29
24 C -3.667 -2.625 -2.397  0.00
25 C 0.567 -1.984 -2.725  0.01
26 C 0.227 1.416 -4.070  0.00
27 C -2.581 -2.434 -3.266  0.00
28 C 1.712 0.459 4.465  0.00
29 C -1.367 -3.330 -3.135  0.00
30 C -3.873 -0.729 -4.418  0.00
31 C -1.597 -0.503 1.231  0.07
32 C -2.714 -1.505 -4.304  0.00
33 C 1.757 2.044 0.477  0.05
34 C -2.239 1.404 0.058  0.01
35 C -2.228 0.324 -0.852  0.27
36 C 0.773 2.925 0.044  0.04
37 H -0.424 3.058 -1.836  0.00
38 H 0.157 0.787 -4.968  0.00
39 H -2.086 1.442 2.260  0.01
40 H -5.893 -0.373 -3.685  0.00
41 H 0.521 -3.550 -4.018  0.00
42 H 2.837 -0.520 -2.843  0.00
43 H -3.584 -3.382 -1.615  0.00
44 H 2.875 -1.242 7.191  0.00
45 H 3.044 1.103 -3.506  0.00
46 H -0.891 -0.516 -3.232  0.00
47 H -2.586 2.418 -0.143  0.00
48 H 2.085 2.543 4.056  0.00
49 H 1.473 -1.586 5.145  0.00
50 H 0.424 3.794 0.603  0.00
51 H -1.207 -3.573 -2.080  0.00
52 H -3.964 -0.016 -5.231  0.00
53 H 3.671 1.816 8.652  0.00
54 H 5.125 1.373 7.748  0.00
55 H -1.576 -4.264 -3.645  0.00
56 H 2.404 2.180 1.346  0.00
57 H 0.707 2.382 -4.271  0.00
58 H -0.796 1.600 -3.727  0.00
59 H -1.554 -1.253 2.010  0.00
60 H 4.189 0.111 8.577  0.00
61 H -2.531 0.343 -1.892  0.01
62 H -1.902 -1.881 -0.523  0.00
63 H -1.903 -1.387 -5.028  0.00
64 H 2.323 -0.206 -4.494  0.00
65 H -5.644 -2.019 -1.825  0.00
66 H 2.852 0.427 -0.705  0.00
67 H -0.205 -0.498 -1.616  0.02
68 H 3.487 2.871 6.094  0.00

## Properties
Multiplicity = 3
E_LUMO (alpha / beta) = 2.587 / 1.998 eV
Frontier orbital gap (alpha / beta) = 6.07 / 5.58 eV
Charge = -1


Number 1: energy -2292.05088 Eh, maximum force 0.1160 hartree/bohr. Number 2: energy -2005.95311 Eh, maximum force 0.0680 hartree/bohr.